This record from the OMol25 dataset describes a cluster of 11 separate species, C36H54O16 in total at a distorted geometry. The level of theory is ωB97M-V/def2-TZVPD.

Summary:
SMILES string = Oc1ccc(O)cc1.Oc1ccc(O)cc1.Oc1ccc(O)cc1.Oc1ccc(O)cc1.Oc1ccc(O)cc1.CO.CO.CO.CO.CO.CO
strongest force on any atom = 0.333 Eh/bohr
total energy = -70950.9178 eV
total charge = 0
LUMO = 0.01303 hartree
multiplicity = 1
HOMO energy = -7.3 eV

CARTESIAN COORDINATES (ANGSTROEM)
1 C -4.145 13.531 48.494
2 C -10.422 18.072 46.460
3 H -5.845 20.362 41.194
4 O -7.741 14.776 49.240
5 H -2.184 18.767 44.883
6 H -5.372 16.930 48.543
7 H -6.630 18.118 45.959
8 H -5.710 22.772 40.998
9 H -8.093 13.414 38.546
10 H -5.364 18.483 42.353
11 H -9.839 18.517 44.405
12 C -6.149 13.700 46.588
13 H -10.924 17.937 48.305
14 C -10.248 18.586 47.731
15 H -3.508 13.304 49.118
16 H -11.572 12.877 44.746
17 C -7.574 16.518 44.219
18 C -5.537 16.981 37.199
19 O -11.197 16.953 46.101
20 O -6.499 22.210 41.413
21 O -8.579 13.840 35.870
22 C -4.143 17.121 37.115
23 H -8.918 15.119 47.699
24 H -12.162 13.174 40.112
25 H -4.981 15.287 45.896
26 C -8.728 20.363 46.884
27 H -7.674 21.943 46.302
28 H -6.934 15.153 48.992
29 C -10.699 14.218 36.516
30 H -8.315 20.181 44.771
31 H -2.581 18.406 36.952
32 H -6.176 17.058 40.704
33 H -4.863 21.593 42.269
34 C -9.494 13.952 36.873
35 H -2.841 19.948 45.805
36 O -8.039 15.111 40.835
37 H -2.232 16.295 36.775
38 C -9.436 19.652 48.033
39 H -12.362 16.200 41.648
40 H -11.495 12.410 46.505
41 H -9.154 19.942 49.057
42 H -12.891 15.305 43.315
43 O -5.994 13.413 36.674
44 H -9.071 16.555 48.808
45 H -3.909 17.725 45.430
46 H -6.180 20.908 42.980
47 C -5.981 17.715 42.673
48 H -7.687 13.426 36.140
49 C -8.887 19.833 45.575
50 C -2.484 18.939 45.805
51 C -6.112 15.761 37.127
52 H -9.841 13.469 40.249
53 C -5.265 14.614 36.899
54 H -6.710 13.763 45.788
55 O -3.108 15.584 47.598
56 H -5.058 11.599 49.118
57 C -9.073 13.676 38.169
58 C -3.360 16.030 36.911
59 H -3.183 16.146 47.016
60 C -7.488 15.888 41.800
61 C -6.173 12.512 47.481
62 O -3.627 18.410 37.011
63 H -8.743 14.973 43.311
64 C -11.392 14.071 38.845
65 H -9.350 12.296 45.362
66 H -10.926 16.492 45.366
67 H -1.779 18.880 46.616
68 C -5.106 14.592 46.619
69 H -11.468 14.313 46.164
70 H -5.496 12.656 36.742
71 O -7.874 21.455 47.118
72 C -6.537 16.870 41.656
73 H -3.237 13.863 36.506
74 C -4.190 14.733 47.645
75 H -6.303 17.747 37.491
76 C -9.634 18.781 45.450
77 O -7.008 11.549 47.190
78 C -11.649 14.399 37.432
79 H -7.169 15.730 37.349
80 O -7.096 17.610 47.503
81 O -6.147 18.304 44.940
82 H -7.451 11.225 47.914
83 O -9.680 13.241 45.530
84 H -5.977 18.799 48.676
85 C -8.848 15.506 48.730
86 H -12.629 14.591 37.076
87 C -6.190 17.745 48.632
88 C -10.099 13.703 39.192
89 C -8.017 15.678 43.158
90 C -3.923 14.719 36.689
91 C -11.133 13.215 45.673
92 H -7.851 15.227 39.976
93 C -5.064 12.474 48.369
94 C -6.535 17.559 43.977
95 H -6.902 17.415 49.306
96 H -9.899 14.995 49.082
97 H -11.175 15.207 42.252
98 H -7.962 16.265 45.205
99 H -11.080 14.386 35.530
100 O -11.633 17.037 43.245
101 O -3.257 17.785 45.918
102 O -12.397 14.025 39.673
103 H -12.178 17.507 43.578
104 H -7.676 18.373 47.542
105 C -12.027 15.797 42.671
106 C -5.815 21.078 42.007

Mulliken atomic charge list, values in e, 2 entries: -1.14, 0.34

=====

This record from the OMol25 dataset describes a cluster of 9 separate species, C36H54O25 in total at a distorted geometry. The level of theory is ωB97M-V/def2-TZVPD.

Summary:
SMILES string = C[C@H]1COC(=O)O1.C[C@H]1COC(=O)O1.C[C@H]1COC(=O)O1.C[C@H]1COC(=O)O1.C[C@H]1COC(=O)O1.C[C@H]1COC(=O)O1.C[C@H]1COC(=O)O1.O=C1CCCO1.O=C1CCCO1
strongest force on any atom = 0.096 Eh/bohr
total energy = -89397.7024 eV
total charge = 0
LUMO = 0.01769 hartree
multiplicity = 1
HOMO energy = -9.9 eV
relative energy (zero: lowest compared OMol25 entry of this formula, charge and spin) = 0.0 kcal/mol

CARTESIAN COORDINATES (ANGSTROEM)
1 H 2.438 -5.369 0.649
2 H 1.837 2.123 2.091
3 H -0.975 3.289 5.956
4 C 1.191 3.018 6.039
5 O -1.476 -1.491 -4.703
6 C -1.390 0.808 -4.472
7 H -5.366 1.966 -2.590
8 C -1.413 -0.313 -5.517
9 H -2.423 1.166 -4.364
10 C -3.739 0.481 -1.092
11 O 1.750 -2.976 -0.597
12 C 1.955 4.667 -1.677
13 H 1.580 4.020 6.192
14 C -1.107 -1.256 -3.435
15 O 3.177 0.826 -3.017
16 C 2.078 -1.155 -3.513
17 O -1.026 4.412 -3.726
18 O 1.512 0.016 -4.287
19 H -0.057 5.469 -1.347
20 O -4.285 -2.824 2.692
21 C 1.083 1.840 1.385
22 O -3.784 -1.899 0.677
23 O -0.118 -0.063 0.895
24 H -3.542 -0.273 -5.962
25 C 0.483 4.823 -2.012
26 H -1.971 -3.240 3.584
27 O -5.775 1.436 1.452
28 H 0.450 2.705 1.084
29 C -0.107 3.026 5.351
30 O 1.229 -2.453 3.577
31 C 0.430 0.458 -0.388
32 H 0.711 -5.418 -1.205
33 C -2.344 -2.325 4.046
34 H 0.689 1.239 7.221
35 O -5.981 0.401 -0.560
36 H -5.038 -0.990 -1.829
37 H 2.495 -2.078 -5.315
38 O -0.267 3.575 -1.826
39 H -6.691 0.729 -2.921
40 C -4.579 -2.791 1.368
41 H 0.409 -3.174 0.955
42 H 0.491 -0.386 -1.071
43 H -2.503 -1.141 -7.167
44 C 4.658 -1.873 3.381
45 H -0.586 1.553 -4.692
46 C 2.040 1.119 -3.752
47 H -3.017 -0.283 -0.840
48 H -3.884 -0.892 3.310
49 O 1.561 2.177 -3.878
50 O 3.090 -3.477 1.036
51 H -0.484 -0.357 -6.107
52 H 2.436 5.637 -1.710
53 H 4.045 -0.623 -4.160
54 H 4.501 -0.419 1.779
55 H -5.091 0.698 -3.733
56 C -1.258 3.468 -2.751
57 O -0.889 -2.117 -2.605
58 C 0.123 -4.817 -0.535
59 C 0.252 5.045 -3.482
60 H -3.213 1.105 -1.825
61 O 3.621 -1.628 -0.250
62 O 2.645 -1.045 2.600
63 H 2.191 4.400 -0.661
64 O 2.648 1.792 7.294
65 H 2.471 4.007 -2.380
66 O -0.217 0.569 3.019
67 H -2.570 0.604 -7.133
68 O -2.230 2.770 -2.620
69 C 1.259 2.189 7.327
70 O 4.099 1.253 5.643
71 H 1.710 -4.666 2.143
72 C -2.716 -1.504 1.587
73 H 4.817 -2.656 2.634
74 H -1.527 -1.653 4.162
75 H -2.779 -2.503 5.033
76 C 0.167 0.731 1.908
77 H 1.985 2.000 -0.563
78 H 1.471 -1.293 -2.629
79 C 1.998 -2.391 -4.408
80 C 2.876 -2.613 0.025
81 C 0.959 -3.792 0.261
82 H 5.649 -1.625 3.884
83 H 2.502 0.573 0.303
84 H 3.416 -3.321 4.610
85 O -5.391 -3.440 0.808
86 H 0.922 -2.555 -4.650
87 O -4.003 1.290 0.031
88 C -5.321 1.100 0.412
89 O -1.010 0.097 -3.296
90 H 2.421 -3.266 -3.974
91 C 3.479 -0.577 -3.217
92 C -5.080 0.094 -1.667
93 H 4.014 0.138 3.458
94 C -3.343 -1.784 3.001
95 C -2.568 -0.287 -6.489
96 C 1.625 1.220 0.097
97 H 4.122 -0.939 -2.415
98 H 1.082 2.804 8.199
99 C 3.990 -0.669 2.718
100 H -2.382 -0.461 1.419
101 C 2.060 -4.468 1.121
102 O 2.158 2.324 5.220
103 H 3.483 -1.643 5.201
104 C 3.516 -2.289 4.304
105 H -0.301 1.169 -0.768
106 H -1.827 -2.080 1.351
107 H 0.161 6.120 -3.717
108 C 3.080 1.741 5.989
109 C -5.627 0.904 -2.824
110 H -0.521 -4.251 -1.164
111 C 2.338 -1.976 3.544
112 H 0.991 4.529 -4.128
113 H -0.450 -5.489 0.093
114 H -0.042 3.657 4.464
115 H -0.339 1.971 5.033

Mulliken atomic charge list, values in e, 2 entries: 0.36, 0.53

=====

This record from the OMol25 dataset describes a structure of composition C36H55BrIrN10O3S at a distorted geometry. The level of theory is ωB97M-V/def2-TZVPD.

Summary:
strongest force on any atom = 0.023 Eh/bohr
total energy = -142949.5798 eV
total charge = +4
LUMO = -0.40821 hartree
multiplicity = 2
HOMO energy = -17.8 eV
relative energy (zero: lowest compared OMol25 entry of this formula, charge and spin) = 52.9 kcal/mol

CARTESIAN COORDINATES (ANGSTROEM)
1 H 8.875 -0.707 5.175
2 C 7.929 0.934 4.172
3 H 3.087 2.298 -4.768
4 H -4.135 -1.167 -4.819
5 N 4.366 1.377 -3.374
6 C -2.620 0.143 -4.032
7 C -1.677 2.863 2.845
8 C 4.059 -0.799 6.048
9 C -2.333 3.777 2.047
10 H 6.097 -1.785 2.109
11 H -0.492 -3.905 -4.192
12 H 5.129 2.484 -1.744
13 O -1.811 3.312 -2.057
14 H -3.318 -0.427 3.810
15 H 1.324 0.274 -3.712
16 N -0.689 1.761 0.938
17 C 6.339 0.336 2.474
18 C 8.160 -0.414 4.417
19 C -0.903 1.865 2.262
20 H 3.125 -2.634 4.225
21 H 2.717 -1.122 -2.666
22 H 2.282 0.127 5.232
23 Ir 0.712 0.526 -0.594
24 H -1.766 2.893 3.921
25 N -3.442 -2.395 3.103
26 C -0.899 -1.048 -2.706
27 H -2.951 4.551 2.482
28 H -2.868 -3.251 -4.069
29 O 5.654 1.672 0.615
30 C 2.682 -0.878 5.396
31 N -1.578 0.065 -3.003
32 H -3.979 -4.319 2.515
33 N 4.212 0.073 1.137
34 H 2.279 2.801 -1.373
35 H 4.480 -1.794 6.202
36 H 3.864 0.396 0.259
37 C 0.861 -3.211 -2.657
38 C -1.347 2.684 0.180
39 H 4.019 3.369 -2.820
40 H 1.281 1.992 -3.326
41 H 5.409 0.090 -2.075
42 H 4.817 -0.661 -3.569
43 C -0.523 -3.456 -3.199
44 S 1.713 -0.901 1.179
45 C 3.025 2.010 -1.413
46 H -3.248 0.998 -3.792
47 H 1.703 -1.763 3.646
48 H -2.067 -2.987 5.968
49 C -2.250 -2.886 3.735
50 H 8.460 1.686 4.739
51 C -2.404 -2.280 -4.238
52 H -1.127 0.927 -2.745
53 C -4.910 -3.845 4.483
54 H 3.434 -0.838 -1.114
55 H 1.490 -2.740 -3.418
56 C -4.420 -3.445 2.986
57 H 3.375 1.832 -0.401
58 H 6.865 2.362 2.968
59 H 4.499 -0.800 3.407
60 H 0.094 -2.815 -0.697
61 H -1.504 -2.091 3.869
62 H -2.537 -4.543 5.230
63 H -1.817 -3.704 3.163
64 C 6.581 -1.024 2.713
65 C -4.000 -1.275 3.810
66 H -1.077 -4.142 -2.553
67 H 3.291 0.557 -4.983
68 N 3.541 -0.951 3.097
69 H 7.716 -2.439 3.851
70 C 3.268 -0.567 1.881
71 C -1.138 2.676 -1.302
72 C -2.673 -3.465 5.202
73 H -5.286 -3.112 2.418
74 C 7.034 1.316 3.187
75 N -1.256 -2.194 -3.308
76 H -3.561 -1.226 6.009
77 H -4.948 -0.993 3.356
78 N -4.046 -3.129 5.362
79 C 5.448 0.768 1.393
80 C 3.150 1.345 -4.247
81 Br -0.159 0.675 3.524
82 H 1.672 -2.139 -0.969
83 H -2.019 -2.272 -5.261
84 H -2.171 0.321 -5.013
85 H 1.324 -4.157 -2.379
86 C -2.172 3.667 0.675
87 H 5.187 1.612 -3.937
88 H -3.916 -1.276 -3.076
89 N 0.122 -1.014 -1.803
90 C -3.390 -1.155 -4.026
91 H -5.287 -1.474 5.626
92 H -2.648 4.340 -0.025
93 O -0.126 1.925 -1.735
94 N 2.331 0.790 -1.936
95 H -4.809 -4.919 4.623
96 C 2.693 -1.642 4.078
97 C -4.266 -1.722 5.346
98 H 4.769 -0.211 5.458
99 C 3.250 -0.381 -2.079
100 C 0.717 -2.314 -1.446
101 H 3.993 -0.316 7.022
102 H 1.989 -1.393 6.065
103 C 4.203 2.424 -2.314
104 C 1.911 1.114 -3.350
105 H -5.942 -3.540 4.636
106 C 4.567 0.027 -2.764
107 C 7.498 -1.393 3.681

Mulliken atomic charge list, values in e, 2 entries: 0.47, -0.68

=====

This record from the OMol25 dataset describes a cluster of 15 separate species, C36H55ClN14O4 in total. The level of theory is ωB97M-V/def2-TZVPD.

Summary:
strongest force on any atom = 0.011 Eh/bohr
total energy = -79793.3472 eV
total charge = 0
LUMO = -0.00135 hartree
multiplicity = 1
HOMO energy = -9.6 eV

CARTESIAN COORDINATES (ANGSTROEM)
1 C -1.803 -2.860 -11.864
2 H -2.745 -2.405 2.059
3 H -7.026 3.277 -5.148
4 H 2.300 -3.789 1.886
5 H 1.249 -0.215 0.818
6 H 3.432 2.193 3.528
7 H -4.865 -0.144 4.648
8 N 0.200 -12.065 0.308
9 H -4.658 0.022 -4.996
10 C -1.935 -2.054 -10.657
11 C 1.191 -11.516 0.492
12 C 4.322 2.439 4.107
13 H -1.384 1.203 6.888
14 H 3.028 4.164 1.802
15 H 5.076 9.678 1.792
16 H 2.284 -9.947 1.362
17 C 2.626 -1.953 0.759
18 C 6.801 9.526 0.646
19 N 7.304 9.095 -0.291
20 N -1.697 -3.495 -12.814
21 C -5.375 3.129 -3.859
22 N -3.993 6.281 -4.142
23 H -2.037 5.064 -2.017
24 C -2.807 5.819 -1.869
25 C -3.637 0.083 -5.369
26 H 4.271 -4.770 -0.381
27 H 3.967 -3.187 1.990
28 C -2.120 1.438 -0.570
29 C 2.063 -0.946 2.735
30 H -2.461 -1.288 0.696
31 H -0.786 -3.968 -2.509
32 C -1.702 -2.921 -0.860
33 N 4.956 4.944 3.787
34 H 5.772 6.227 -2.001
35 H -1.823 -5.723 2.198
36 O 2.623 -2.123 3.116
37 N -4.471 2.576 -3.416
38 N -3.457 -0.170 7.439
39 H -5.949 0.749 5.735
40 N -3.380 -1.351 -7.526
41 H -1.699 -1.014 -10.875
42 O -1.701 -3.202 0.531
43 H -2.964 -0.261 -4.586
44 C -2.022 -2.072 1.318
45 H 6.068 11.153 1.739
46 Cl 2.235 -2.822 -0.721
47 C 2.447 -10.817 0.727
48 C -1.385 -4.188 -1.627
49 C -1.778 0.609 -1.717
50 H 5.143 1.807 3.774
51 H -0.775 -0.427 2.002
52 H -0.831 -4.870 -0.984
53 C -4.297 -0.150 6.658
54 O 0.400 -2.027 1.395
55 H 3.159 -11.483 1.211
56 H 2.867 -10.474 -0.217
57 H 5.400 -6.100 -0.689
58 H 4.114 2.219 5.152
59 C 2.920 -2.897 1.930
60 C 1.481 -1.151 1.331
61 C 4.869 7.060 -0.309
62 C -3.628 -4.838 2.767
63 H -0.960 -2.144 -1.063
64 H 2.870 5.487 0.644
65 H -3.199 -6.103 1.159
66 H -3.530 5.449 -1.144
67 N -1.581 -0.044 -2.641
68 H -2.679 -2.522 -1.151
69 H -3.070 -6.861 2.761
70 H 5.687 5.152 -0.588
71 H -2.349 6.729 -1.487
72 H -5.958 -1.026 5.731
73 C -3.475 6.090 -3.136
74 H -6.147 4.794 -4.852
75 H -1.474 1.211 0.277
76 H -3.414 1.129 -5.572
77 N -1.616 1.026 3.765
78 C 6.093 10.067 1.796
79 H 6.849 6.505 -0.623
80 H 1.870 5.462 2.093
81 H -3.156 1.253 -0.292
82 H -0.856 -0.419 6.459
83 C -3.490 -0.719 -6.574
84 C 4.802 -5.605 0.075
85 N 4.098 7.761 0.175
86 C 2.321 4.838 1.323
87 C 4.679 3.841 3.942
88 C -2.887 -5.953 2.191
89 H 6.590 9.767 2.717
90 O 2.104 0.027 3.423
91 C -1.242 0.851 4.836
92 H -0.758 -1.823 3.074
93 H 0.269 0.949 6.287
94 C -0.768 0.633 6.195
95 H -2.948 -2.107 -10.264
96 H 3.474 -1.300 0.562
97 C 3.842 -6.527 0.664
98 C 5.853 6.177 -0.917
99 N 3.062 -7.234 1.119
100 N -4.196 -3.939 3.198
101 H -2.287 -4.698 -1.963
102 C -0.772 -1.519 2.023
103 N 0.481 3.489 0.069
104 H -7.200 4.117 -3.599
105 C 1.299 4.082 0.615
106 H -1.257 -2.414 -9.886
107 C -6.504 3.870 -4.399
108 H -1.990 2.490 -0.814
109 H 5.471 -5.225 0.845
110 C -5.332 -0.141 5.632

Mulliken atomic charge list, values in e, 2 entries: 0.29, 0.18